Entry 1:
Formula: C29H49BN7PbS4Sb
Source: OMol25
Level of theory: ωB97M-V with the def2-TZVPD basis set

Geometry (Å):
Pb1 -0.34673 -2.11625 -0.80795
C1 -3.57969 -2.36275 2.22866
C2 -3.90323 -1.00432 1.60200
C3 -5.21215 -0.44440 2.15614
C4 -2.76277 -0.04906 1.79783
C5 -2.30101 0.57569 2.97174
C6 -1.17149 1.27436 2.58619
C7 -0.27344 2.08156 3.48748
C8 1.18206 1.60896 3.48439
C9 -0.36661 3.58863 3.23100
N1 -1.00534 1.06968 1.25973
N2 -1.97813 0.26288 0.78123
B1 0.13961 1.46786 0.29979
N3 -0.36160 1.45109 -1.16598
N4 -0.14408 0.35393 -1.94383
C10 -0.38548 0.70862 -3.20579
C11 -0.80190 2.05088 -3.23913
C12 -0.78407 2.48135 -1.92779
C13 -1.27480 3.82098 -1.43889
C14 -2.35459 3.67413 -0.36426
C15 -0.18919 4.80943 -1.00515
C16 -0.18214 -0.21533 -4.37658
C17 0.14554 0.57433 -5.64123
C18 -1.39986 -1.10476 -4.62379
N5 1.32158 0.45471 0.47769
N6 1.09335 -0.65888 1.22688
C19 2.27204 -1.20470 1.48210
C20 3.29462 -0.43579 0.90715
C21 2.64833 0.60331 0.26897
C22 3.33046 1.63813 -0.58792
C23 2.46901 2.25679 -1.68255
C24 3.96616 2.72554 0.28471
C25 2.40489 -2.47802 2.27139
C26 3.08614 -3.56687 1.43725
C27 1.05600 -2.96031 2.79772
H1 -4.37697 -3.08311 2.03076
H2 -2.65527 -2.76787 1.81321
H3 -3.45465 -2.26625 3.31162
H4 -4.00505 -1.14981 0.52316
H5 -5.14046 -0.29036 3.23710
H6 -5.45403 0.51551 1.69633
H7 -6.03735 -1.13566 1.96926
H8 -2.70961 0.52048 3.96913
H9 -0.67127 1.90053 4.49178
H10 1.65904 1.79088 2.52263
H11 1.75103 2.14363 4.25084
H12 1.24725 0.53800 3.68040
H13 0.05530 3.84416 2.25866
H14 -1.40493 3.92531 3.24869
H15 0.18969 4.13781 3.99604
H16 0.52730 2.57818 0.56526
H17 -1.08881 2.63313 -4.09998
H18 -1.75386 4.25598 -2.32234
H19 -1.95462 3.21159 0.53647
H20 -2.75859 4.65471 -0.09566
H21 -3.17038 3.04276 -0.71893
H22 0.27018 4.51359 -0.06105
H23 0.59672 4.88741 -1.75791
H24 -0.63188 5.79996 -0.86805
H25 0.67055 -0.85885 -4.14469
H26 -0.70806 1.18060 -5.96262
H27 0.99946 1.23923 -5.49160
H28 0.38857 -0.12294 -6.44387
H29 -2.32706 -0.52417 -4.57910
H30 -1.32425 -1.58599 -5.60018
H31 -1.46364 -1.90791 -3.89663
H32 4.35326 -0.64359 0.89112
H33 4.13486 1.09227 -1.09058
H34 1.73097 2.93983 -1.26493
H35 3.10595 2.82408 -2.36637
H36 1.94349 1.49474 -2.26033
H37 3.18819 3.29453 0.80217
H38 4.62471 2.29450 1.03974
H39 4.54549 3.42218 -0.32792
H40 3.05038 -2.25506 3.13109
H41 2.49926 -3.79153 0.54398
H42 4.07710 -3.25261 1.10528
H43 3.19596 -4.48449 2.02180
H44 0.44910 -3.35342 1.97907
H45 1.19704 -3.76586 3.52294
H46 0.49149 -2.15241 3.26575
S1 2.81146 -6.32796 -2.18862
Sb1 1.51177 -4.75570 -3.25073
S2 1.85563 -2.65439 -2.10307
S3 -2.49744 -3.75565 -1.82399
S4 1.91628 -4.39484 -5.48661
C28 0.15062 -5.94269 0.36505
C29 -0.57980 -4.82926 -0.31713
N7 -1.66183 -4.90426 -0.90363
H47 0.01773 -5.85990 1.44749
H48 1.21787 -5.87818 0.15146
H49 -0.22535 -6.91228 0.02901

The calculation puts the LUMO energy (spin up / spin down) at 4.1 / 4.1 eV. As for the orbital gap (spin up / spin down): 5.652 / 5.403 eV. The HOMO energy (spin up / spin down) comes out at -1.58 / -1.33 eV. Its charge is -2.


Entry 2:
Formula: C29H23N3O2PS2Se2Sn
Source: OMol25
Level of theory: ωB97M-V with the def2-TZVPD basis set

Geometry (Å):
Sn1 -0.45906 -0.46023 -0.43957
Se1 -2.29305 1.11871 0.72897
P1 -0.70898 2.60407 0.50346
Se2 1.10825 1.69471 -0.33574
C1 -1.27958 3.90161 -0.63325
C2 -0.48451 4.33368 -1.68952
C3 -0.97773 5.27761 -2.57713
C4 -2.25132 5.79735 -2.40462
C5 -3.04229 5.36828 -1.34668
C6 -2.56550 4.41484 -0.46530
C7 -0.35416 3.33294 2.12766
C8 -1.42495 3.78681 2.89766
C9 -1.19305 4.29292 4.16440
C10 0.09952 4.33695 4.67103
C11 1.16079 3.87152 3.90837
C12 0.94057 3.37258 2.63399
H1 0.51152 3.93479 -1.82143
H2 -0.36733 5.60178 -3.40831
H3 -2.62732 6.53502 -3.09998
H4 -4.03700 5.77254 -1.21959
H5 -3.19615 4.05843 0.33923
H6 -2.43786 3.73327 2.51933
H7 -2.02038 4.64195 4.76664
H8 0.28122 4.73167 5.66127
H9 2.16454 3.88961 4.31060
H10 1.76958 3.01342 2.03890
N1 -1.87121 -6.64843 -5.53390
C13 -1.33663 -5.43478 -5.23961
C14 -0.01733 -5.13209 -5.61664
C15 0.52496 -3.89884 -5.33101
C16 -0.25220 -2.93836 -4.69202
C17 -1.55200 -3.22556 -4.28598
C18 -2.09050 -4.46114 -4.55742
S1 0.50254 -1.40895 -4.26850
O1 -0.30077 -0.29034 -4.63920
O2 1.88731 -1.46497 -4.64043
N2 0.41821 -1.49894 -2.60377
C19 1.35374 -2.11968 -1.89564
S2 2.72457 -3.02492 -2.46506
C20 3.08916 -3.43809 -0.82495
C21 2.23197 -2.84561 0.03083
N3 1.25766 -2.10349 -0.57686
H11 -1.32222 -7.34572 -6.00064
H12 -2.80292 -6.88429 -5.24876
H13 0.56545 -5.87570 -6.14401
H14 1.53735 -3.64955 -5.61544
H15 -2.12792 -2.46448 -3.77637
H16 -3.10425 -4.69192 -4.25671
H17 3.92814 -4.06797 -0.58591
H18 2.24294 -2.91610 1.10725
C22 0.12518 -0.59533 1.64752
C23 0.55046 -0.74302 2.77043
C24 0.99921 -0.97444 4.10622
C25 1.32958 0.09577 4.94258
C26 1.85665 -0.15048 6.19824
C27 2.03421 -1.45431 6.63979
C28 1.68505 -2.52040 5.82192
C29 1.16536 -2.28655 4.56150
H19 1.18485 1.10832 4.58929
H20 2.13320 0.67565 6.83943
H21 2.43609 -1.64033 7.62642
H22 1.81928 -3.53529 6.17074
H23 0.87910 -3.10647 3.91627

The calculation puts the LUMO energy at -6.2 eV. As for the orbital gap: 4.177 eV. The HOMO energy comes out at -10.33 eV. Its charge is +1.


Entry 3:
Formula: C7H12INO2
Source: OMol25
Level of theory: ωB97M-V with the def2-TZVPD basis set

Geometry (Å):
C1 -0.86656 1.61708 2.75427
C2 -1.11757 1.50929 1.23901
I1 -2.90252 2.68449 0.75810
C3 -1.38935 0.09966 0.75155
C4 -0.11963 -0.77433 0.62202
O1 1.01321 -0.05643 1.14608
C5 2.04009 -0.80078 1.55593
O2 2.06847 -2.00588 1.64226
H1 -0.81263 0.63577 3.21896
H2 0.07712 2.13179 2.91747
H3 -1.64707 2.17955 3.25136
H4 -0.32500 1.99983 0.69381
H5 -2.13210 -0.39031 1.37622
H6 -1.82411 0.15908 -0.24311
H7 0.04625 -0.98720 -0.43165
H8 -0.29383 -1.70214 1.15516
H9 2.91234 -0.19084 1.81346
C6 1.17308 -1.15543 -4.39540
C7 0.28860 -0.74226 -3.31822
N1 -0.40868 -0.41764 -2.46774
H10 1.77777 -2.00770 -4.09040
H11 0.59914 -1.44145 -5.27483
H12 1.84296 -0.34415 -4.67432

The calculation puts the LUMO energy at 0.5 eV. As for the orbital gap: 9.579 eV. The HOMO energy comes out at -9.09 eV.


Entry 4:
Formula: C31H71N9O14S
Source: OMol25
Level of theory: ωB97M-V with the def2-TZVPD basis set

Geometry (Å):
O1 -3.96912 -5.40743 3.64601
C1 -3.06767 -4.98733 2.90948
O2 -3.41909 -4.40953 1.65062
C2 -1.50083 -5.08396 3.26146
C3 -0.99389 -3.73410 3.95137
C4 0.61737 -3.64397 4.05207
O3 1.22818 -4.32972 2.92700
S1 2.73882 -4.96270 3.30212
O4 3.03743 -6.18562 2.47730
O5 3.81086 -3.78638 2.69075
H1 -3.13838 -5.09110 0.96657
H2 -0.98971 -5.31888 2.27249
H3 -1.36013 -5.97691 3.96430
H4 -1.45341 -2.79476 3.51604
H5 -1.34880 -3.78923 5.04259
H6 1.01380 -3.96205 5.07200
H7 0.84556 -2.51994 3.96060
H8 3.34210 -2.93921 2.91578
C5 -2.42125 -3.96690 -1.20856
O6 -3.30172 -4.70602 -0.80187
N1 -2.18041 -3.67757 -2.51274
C6 -1.11049 -2.78570 -2.91828
C7 -3.01890 -4.27913 -3.53160
H9 -1.72935 -3.45964 -0.51773
H10 -1.53733 -1.94195 -3.46579
H11 -0.41949 -3.32938 -3.56695
H12 -0.56525 -2.40953 -2.05203
H13 -4.05766 -3.98700 -3.36035
H14 -2.94532 -5.36685 -3.46089
H15 -2.70595 -3.95453 -4.52374
C8 0.81216 -0.77352 1.50873
O7 1.84707 -1.01958 2.10876
N2 -0.07156 0.20141 1.83752
C9 -1.28090 0.43160 1.07263
C10 0.19969 1.04099 2.98953
H16 0.50927 -1.34981 0.61986
H17 -1.26713 1.45189 0.68276
H18 -2.14656 0.30296 1.72679
H19 -1.35479 -0.26897 0.23938
H20 1.15151 1.55670 2.84100
H21 0.27697 0.41232 3.88118
H22 -0.59834 1.77369 3.12311
C11 4.73715 -2.52946 -2.37541
O8 5.08342 -2.37790 -3.53590
N3 5.21695 -3.47476 -1.52816
C12 4.74726 -3.58401 -0.16044
C13 6.22576 -4.40100 -2.00409
H23 3.97583 -1.88223 -1.91074
H24 5.59040 -3.45277 0.52167
H25 4.30941 -4.57382 -0.01342
H26 3.99374 -2.82498 0.05270
H27 7.10397 -3.83895 -2.33076
H28 5.82934 -4.95680 -2.85700
H29 6.50862 -5.09580 -1.21365
C14 -1.72270 4.58665 3.48113
O9 -1.57185 3.44724 3.06551
N4 -1.25787 5.70924 2.87569
C15 -1.47804 7.02661 3.43309
C16 -0.51796 5.58593 1.63278
H30 -2.26747 4.79247 4.41315
H31 -2.03509 7.63046 2.71124
H32 -0.51126 7.49587 3.63257
H33 -2.04448 6.96682 4.36303
H34 -1.14794 5.10111 0.88938
H35 0.36637 4.96502 1.80269
H36 -0.21341 6.56586 1.27094
C17 -0.51538 4.94997 7.31881
O10 -1.18391 5.34194 6.38046
N5 -0.65947 3.74629 7.93374
C18 0.17580 3.34731 9.04816
C19 -1.68211 2.83315 7.45818
H37 0.28720 5.56605 7.75500
H38 0.71498 2.43488 8.78136
H39 -0.45727 3.15580 9.91820
H40 0.89585 4.12833 9.29531
H41 -1.49350 2.59807 6.40779
H42 -2.65923 3.31504 7.53856
H43 -1.67710 1.91517 8.04556
C20 -3.96160 -7.13062 0.41605
O11 -2.75475 -7.20838 0.57661
N6 -4.82264 -8.18302 0.40840
C21 -6.24652 -8.00737 0.21272
C22 -4.29891 -9.52134 0.60218
H44 -4.46110 -6.16511 0.26279
H45 -6.77724 -8.39357 1.08669
H46 -6.55593 -8.56232 -0.67695
H47 -6.49470 -6.95366 0.08096
H48 -3.79313 -9.57230 1.56922
H49 -3.57267 -9.74026 -0.18414
H50 -5.10461 -10.25486 0.57111
C23 -2.41433 7.63198 -1.00252
O12 -1.96170 6.66743 -0.41420
N7 -3.66318 8.14258 -0.82697
C24 -4.13270 9.29707 -1.56576
C25 -4.55178 7.51060 0.12988
H51 -1.82204 8.18409 -1.74982
H52 -4.39634 10.08934 -0.86047
H53 -5.01575 9.01548 -2.14481
H54 -3.36277 9.66515 -2.24486
H55 -4.09011 7.53558 1.11983
H56 -4.70602 6.46807 -0.15746
H57 -5.51053 8.02796 0.15981
C26 2.28249 -0.35909 -3.59715
O13 1.31023 -0.29095 -2.86356
N8 2.85686 0.69194 -4.24067
C27 4.01361 0.52692 -5.09709
C28 2.29427 2.01723 -4.06403
H58 2.78611 -1.31683 -3.79984
H59 4.83522 1.13276 -4.70505
H60 3.75938 0.86324 -6.10635
H61 4.32565 -0.51746 -5.13495
H62 2.32206 2.28086 -3.00398
H63 1.25366 2.01295 -4.39591
H64 2.85857 2.75129 -4.63905
C29 4.02877 3.60797 -7.74251
O14 2.86868 3.84760 -8.01427
N9 5.02196 3.39434 -8.64857
C30 6.38446 3.11377 -8.24372
C31 4.70560 3.44932 -10.06288
H65 4.37529 3.54402 -6.69790
H66 7.04377 3.88517 -8.64986
H67 6.67997 2.13757 -8.63648
H68 6.47415 3.10339 -7.15672
H69 4.30593 4.43718 -10.30326
H70 3.94429 2.69958 -10.28995
H71 5.59675 3.25924 -10.66090

The calculation puts the LUMO energy at 0.6 eV. As for the orbital gap: 9.338 eV. The HOMO energy comes out at -8.75 eV.


Entry 5:
Formula: C30H25F3N2P2SbSe4V
Source: OMol25
Level of theory: ωB97M-V with the def2-TZVPD basis set

Geometry (Å):
V1 -1.23826 0.00260 -0.45539
Se1 -4.99833 0.04511 -2.88419
Sb1 -4.31627 -1.01991 -0.85252
Se2 -2.07710 -2.20680 -1.16379
Se3 -3.13968 0.96758 0.46467
Se4 -5.69461 -2.13716 0.75713
N1 1.12776 -0.45669 1.61228
P1 -0.54736 -0.61928 1.87478
C1 -0.91230 0.48538 3.27045
C2 -0.04707 1.50586 3.66366
C3 -0.40302 2.35755 4.70086
C4 -1.62190 2.20098 5.34145
C5 -2.49183 1.19458 4.94196
C6 -2.14382 0.34390 3.90830
C7 -0.84216 -2.27390 2.53143
C8 -2.13615 -2.78698 2.50016
C9 -2.38836 -4.04548 3.02454
C10 -1.35471 -4.79763 3.56269
C11 -0.06026 -4.29391 3.57843
C12 0.19717 -3.03394 3.06328
P2 1.34748 -0.35711 -0.05831
C13 2.96971 -1.04771 -0.40818
C14 4.14148 -0.32860 -0.16678
C15 5.37345 -0.91847 -0.39400
C16 5.44171 -2.22482 -0.86261
C17 4.28072 -2.94360 -1.10625
C18 3.04397 -2.35688 -0.88068
C19 1.43021 1.41354 -0.49495
C20 0.50227 2.23853 0.14276
C21 0.17241 3.47565 -0.40881
C22 0.76126 3.89135 -1.58833
C23 1.69658 3.07628 -2.22172
C24 2.02137 1.84294 -1.68557
H1 1.86858 -0.54499 2.29462
H2 0.89601 1.63871 3.15058
H3 0.27249 3.14663 5.00500
H4 -1.90192 2.86543 6.14827
H5 -3.44893 1.07826 5.43280
H6 -2.83825 -0.42503 3.58998
H7 -2.95818 -2.24134 2.04730
H8 -3.39647 -4.43653 2.98368
H9 -1.55165 -5.78445 3.96131
H10 0.74709 -4.88632 3.98923
H11 1.20995 -2.65005 3.06823
H12 4.08745 0.69319 0.19012
H13 6.28209 -0.36094 -0.20838
H14 6.40590 -2.68274 -1.04082
H15 4.33805 -3.95934 -1.47382
H16 2.13360 -2.91471 -1.06869
H17 0.04856 1.95370 1.08672
H18 -0.55471 4.10309 0.09073
H19 0.49479 4.84771 -2.01854
H20 2.16286 3.40001 -3.14332
H21 2.72529 1.20115 -2.20272
F1 -1.78367 1.11945 -7.30086
C25 -1.02052 1.91663 -6.54145
F2 -1.45391 3.17298 -6.70704
F3 0.23204 1.85340 -7.02821
C26 -1.05899 1.49392 -5.09388
C27 -0.29577 0.41082 -4.67273
C28 -0.37204 0.03862 -3.35300
N2 -1.12479 0.69638 -2.45807
C29 -1.87686 1.71591 -2.87557
C30 -1.87004 2.14971 -4.19534
H22 0.33428 -0.13995 -5.35611
H23 0.17848 -0.81699 -2.98436
H24 -2.50389 2.18150 -2.12949
H25 -2.50125 2.97320 -4.49287

The calculation puts the LUMO energy (spin up / spin down) at -1.1 / -0.6 eV. As for the orbital gap (spin up / spin down): 5.878 / 6.487 eV. The HOMO energy (spin up / spin down) comes out at -6.99 / -7.04 eV. Its spin multiplicity is 3. Its expectation value of S² is 2.09.